Formula: C25H51BN8O7PS
Source: the OMol25 dataset
Level of theory: ωB97M-V/def2-TZVPD

Net charge ... +1
Energy ... -2712.0675 Eh
2S+1 ... 1
Orbital gap ... 6.66 eV
Largest force on an atom ... 3.7 eV Å⁻¹
HOMO ... -10.381 eV

XYZ file:
```
94
Properties=species:S:1:pos:R:3:forces:R:3:mulliken_charge:R:1
C -2.159326 4.329832 -2.855662 0.2 -0.2 1.2 -0.582
C -2.033426 3.261071 -3.987105 0.0 0.7 -0.8 0.443
O -2.585503 3.483884 -5.035446 0.1 -0.2 0.4 -0.556
N -1.321039 1.985576 -3.816701 -0.8 1.4 1.5 -0.059
C -2.411217 1.045461 -3.373062 -0.8 0.0 -0.5 -0.370
C -0.303392 2.165420 -2.749096 0.5 -0.6 0.6 -0.293
C 0.691498 0.957949 -2.600831 0.2 -0.3 0.6 -0.428
C 0.271312 -0.064692 -1.449079 0.1 0.8 -0.4 -0.196
C 0.989325 0.231384 -0.079619 -0.2 0.4 0.6 -0.534
C 0.736516 1.670684 0.447651 -2.2 2.2 0.9 -0.065
C -0.496750 2.333949 0.832757 0.9 -2.3 0.2 0.229
P -2.149196 1.477203 0.759850 -1.2 0.7 -0.5 0.889
C -3.133134 2.257326 2.183741 0.8 0.2 -0.1 -1.093
C -2.037345 -0.334970 1.212251 0.3 0.1 0.9 -1.282
N -0.244689 3.669398 1.208864 2.5 -2.4 -1.2 0.129
C 1.112417 3.842962 1.098425 0.6 0.8 0.2 -0.179
B 2.085643 5.085670 1.398069 0.9 1.1 1.0 0.354
O 2.052408 6.324222 0.747578 0.2 -1.7 -0.2 -0.527
O 3.063018 4.875763 2.401952 -0.9 -0.6 -2.1 -0.501
N 1.692318 2.694489 0.674763 -2.8 -1.4 -0.5 0.808
N 3.044106 2.380387 0.437808 0.5 -0.1 1.7 -1.123
C 3.514805 1.894979 1.505239 1.3 0.9 1.2 0.515
S 4.218900 1.588537 2.887326 -1.1 0.0 -2.3 -0.155
H -2.965951 5.074075 -3.048939 0.7 -0.8 -0.3 0.366
H -1.213390 4.900291 -2.661990 -0.7 -0.6 -0.4 0.277
H -2.418154 3.839169 -1.870839 0.3 0.3 -0.9 -0.045
H -2.478419 0.960255 -2.256885 0.2 -0.1 -0.9 0.079
H -2.351516 0.054386 -3.881764 0.2 0.7 0.6 0.225
H -3.385556 1.500974 -3.704900 0.8 -0.7 0.2 0.163
H 0.279485 3.104132 -2.928548 -0.5 -0.8 -0.1 0.416
H -0.849334 2.272018 -1.774002 0.6 0.1 -0.6 0.118
H 0.829973 0.425109 -3.570296 -0.1 0.5 0.7 0.642
H 1.709233 1.328447 -2.298845 -0.8 -0.1 -0.6 -0.286
H 0.483493 -1.118561 -1.756480 -0.2 0.9 0.4 0.342
H -0.827698 0.057335 -1.295771 0.8 -0.4 -0.1 -0.465
H 0.600278 -0.478777 0.700157 0.4 0.6 -0.8 0.238
H 2.093381 0.055632 -0.126739 -0.9 0.2 -0.2 0.441
H -2.502601 3.047410 2.674911 -0.6 -0.8 -0.2 0.345
H -4.036614 2.750036 1.759704 0.6 -0.6 0.3 0.270
H -3.371071 1.444627 2.913317 0.1 0.9 -0.5 0.386
H -1.368687 -0.489813 2.098631 -0.6 -0.1 -0.8 0.333
H -1.703853 -1.003764 0.392026 -0.2 0.8 0.6 0.274
H -3.078862 -0.654095 1.496523 0.9 0.6 -0.3 0.502
H -0.899322 4.386712 1.505561 0.1 -0.3 -0.1 0.346
H 2.584387 6.317669 -0.070516 -0.5 0.4 0.3 0.337
H 3.912860 4.950418 1.927420 0.0 0.5 0.8 0.312
C 4.540159 0.090231 -4.425710 0.1 0.0 0.0 0.068
O 3.358631 -0.003024 -4.150905 0.1 0.2 0.2 -0.525
N 5.338001 1.129984 -4.087331 0.0 -0.3 -0.1 0.135
C 6.741830 1.175537 -4.449465 -0.2 0.2 0.1 -0.921
C 4.767887 2.233496 -3.338378 -0.2 -0.2 -0.1 -0.857
H 5.067755 -0.694156 -4.991963 0.1 0.0 0.0 0.250
H 7.346003 1.238039 -3.541407 0.1 0.0 -0.1 0.331
H 6.925587 2.056877 -5.067811 0.2 -0.1 0.0 0.329
H 7.027749 0.284273 -5.006439 -0.1 0.0 0.0 0.295
H 4.367613 1.859591 -2.392556 0.0 0.1 0.0 0.200
H 3.949740 2.674532 -3.912119 0.0 0.1 0.1 0.290
H 5.526237 2.989704 -3.141516 0.0 -0.1 -0.1 0.379
C -0.051410 -3.591743 1.437361 0.3 -0.3 0.1 -0.020
O -0.216911 -2.438952 1.058148 0.3 -0.4 0.1 -0.503
N 1.135652 -4.139893 1.750237 -0.5 0.1 -0.1 0.166
C 1.260642 -5.517690 2.195084 0.2 0.2 0.1 -1.081
C 2.333229 -3.327558 1.639807 -0.2 0.2 -0.1 -0.898
H -0.895217 -4.289101 1.554017 0.0 0.0 0.0 0.250
H 1.705677 -5.531613 3.191256 0.0 -0.2 -0.1 0.450
H 1.907141 -6.057940 1.500544 0.0 -0.1 0.1 0.317
H 0.286981 -6.006442 2.230966 0.0 0.1 -0.1 0.307
H 2.239398 -2.456241 2.292183 0.1 0.0 0.0 0.279
H 2.440332 -2.981485 0.609161 0.1 0.0 0.1 0.292
H 3.210248 -3.905281 1.925128 -0.1 0.0 0.0 0.359
C -5.652522 2.398683 -1.354132 -0.2 0.0 -0.2 0.629
O -5.518800 2.441752 -0.142379 -0.1 0.0 0.1 -0.654
N -6.830157 2.299156 -2.003391 0.4 0.0 0.0 0.082
C -6.910540 2.253746 -3.451551 -0.2 0.0 0.2 -0.850
C -8.056168 2.235578 -1.226858 0.2 0.0 0.2 -0.961
H -4.785821 2.439997 -2.034239 0.0 0.0 0.0 -0.130
H -7.509034 3.095957 -3.804817 0.0 -0.1 -0.1 0.358
H -7.385888 1.318851 -3.755982 0.0 0.1 -0.1 0.338
H -5.917939 2.310572 -3.898016 0.0 0.0 0.1 0.237
H -8.142303 3.135135 -0.614725 -0.1 -0.1 0.0 0.293
H -8.019898 1.367615 -0.566039 -0.1 0.1 0.0 0.294
H -8.918600 2.157674 -1.886237 0.1 0.0 0.0 0.378
C 2.272790 -7.489756 4.966671 0.0 -0.2 0.2 0.136
O 3.060501 -6.602945 4.686262 -0.1 0.1 0.2 -0.631
N 1.697101 -7.670551 6.174638 0.0 -0.1 -0.4 0.104
C 0.766570 -8.753131 6.431435 0.1 0.2 0.2 -0.912
C 2.021688 -6.750388 7.250448 0.2 0.1 -0.2 -0.924
H 1.960340 -8.240932 4.222259 -0.1 -0.1 0.0 0.341
H -0.193977 -8.335736 6.741520 0.0 -0.2 0.0 0.341
H 1.161352 -9.384808 7.229901 -0.1 -0.1 0.0 0.338
H 0.619819 -9.358974 5.537960 0.1 0.1 0.0 0.299
H 1.748699 -5.736274 6.952357 0.1 0.0 0.1 0.275
H 3.096370 -6.779962 7.438249 -0.1 0.1 0.1 0.299
H 1.484154 -7.022573 8.156962 0.0 -0.1 -0.1 0.385
```
Forces are in eV/Å.



Formula: C7H18O5
Source: the OMol25 dataset
Level of theory: ωB97M-V/def2-TZVPD

Net charge ... -1
Energy ... -653.6557 Eh
⟨S²⟩ ... 0.750
2S+1 ... 2
Orbital gap (spin up / spin down) ... 2.01 / 8.83 eV
Largest force on an atom ... 2.6 eV Å⁻¹
HOMO (spin up / spin down) ... 0.812 / -6.134 eV

XYZ file:
```
30
Properties=species:S:1:pos:R:3:forces:R:3:mulliken_charge:R:1
C 0.099080 1.151653 1.110025 -2.1 -1.3 -0.8 -2.064
C -0.322317 -0.768252 -0.463510 -2.0 0.0 -0.7 -1.831
C -0.390596 0.603404 -0.231082 1.6 0.3 0.6 2.208
C -0.589034 1.484810 -1.286063 -1.1 -0.7 0.2 -0.873
C -1.098751 1.031846 -2.510094 0.9 0.8 1.5 0.014
C -1.371115 -0.318143 -2.609194 0.2 0.4 -0.9 -0.868
C -0.932214 -1.210162 -1.639806 -0.2 -0.1 -0.1 -0.495
H 1.169474 1.151344 0.975232 0.3 0.6 1.0 0.207
H -0.294055 0.449040 1.850416 0.9 -0.3 0.2 0.278
H -0.485137 2.023179 1.401411 0.8 0.7 -0.4 0.537
H -0.157973 -1.508548 0.304745 0.5 0.2 0.2 0.430
H -0.539193 2.521092 -1.007799 0.2 0.5 -0.4 -0.032
H -1.204449 1.795299 -3.266305 -0.5 -0.3 -0.4 0.531
H -1.893189 -0.612937 -3.504760 0.0 -0.6 -0.1 0.261
H -1.178913 -2.258564 -1.795417 0.4 -0.1 0.0 1.018
H -3.836339 -2.084145 0.908166 0.1 0.0 -0.1 0.307
H -2.707748 -1.965621 -0.137075 0.2 0.1 -0.2 0.267
O -3.065577 -1.561450 0.655969 -0.4 -0.2 0.4 -0.601
H 3.345447 -0.636540 -0.908552 0.0 0.2 0.3 0.246
H 2.802516 -1.628428 -1.914149 -0.1 0.0 0.3 0.219
O 2.704392 -1.360452 -0.987688 0.2 -0.1 -0.4 -0.653
H 3.135351 1.376874 0.324208 0.2 0.9 0.0 0.104
H 4.638580 1.974305 -0.080767 -0.9 0.4 0.1 0.361
O 4.072512 1.225105 0.159779 0.9 -1.3 -0.2 -0.543
H 3.268049 -1.253569 1.949846 0.5 0.2 0.5 0.166
H 3.297715 0.043105 2.950202 0.6 -0.6 -0.1 0.306
O 2.891980 -0.405424 2.203824 -1.3 0.3 -0.4 -0.548
H -3.665889 0.705629 3.141502 0.0 0.1 0.0 0.345
H -3.529508 -0.283266 1.990805 -0.1 0.3 -0.2 0.377
O -4.163100 0.318817 2.416128 0.1 -0.2 0.1 -0.674
```
Forces are in eV/Å.



Formula: C14H16Cl2F4N2O2Ru
Source: the OMol25 dataset
Level of theory: ωB97M-V/def2-TZVPD

Net charge ... +2
Energy ... -2217.0648 Eh
⟨S²⟩ ... 6.048
2S+1 ... 5
Orbital gap (spin up / spin down) ... 7.34 / 5.20 eV
Largest force on an atom ... 4.0 eV Å⁻¹
HOMO (spin up / spin down) ... -16.157 / -16.149 eV

XYZ file:
```
41
Properties=species:S:1:pos:R:3:forces:R:3:mulliken_charge:R:1
Ru 0.712389 -0.151074 0.403443 0.2 -2.0 0.5 0.638
C -3.254784 -1.139315 1.532887 0.2 0.1 0.0 -1.315
C -1.907052 -0.920579 0.837335 -0.7 -1.0 -0.3 -0.191
N -1.144803 0.256477 1.314378 1.1 -0.1 -0.4 0.340
C -0.933813 0.287072 2.776188 0.4 -0.1 1.0 -0.363
C 0.114698 -0.742138 3.199684 -0.3 0.2 -0.1 -1.146
C -1.693260 1.526039 0.788130 -0.1 0.8 -0.5 -1.068
C -1.204397 1.778461 -0.641798 -1.2 0.2 0.2 -0.632
N 0.172305 1.358285 -0.720113 0.5 0.7 -1.3 -0.254
C 0.995084 1.705702 -1.728323 0.1 -0.4 0.6 -0.029
C 2.321613 1.191217 -1.713794 0.8 0.1 -0.7 0.858
F 2.602538 0.307899 -0.693865 0.3 0.3 -0.1 -0.337
C 3.287938 1.526599 -2.648948 -0.4 -0.9 1.4 -0.089
F 4.506045 1.047407 -2.530851 -0.3 0.1 -0.1 -0.220
C 2.947839 2.356816 -3.716364 -0.4 0.3 -0.2 -0.277
C 1.650405 2.843354 -3.801505 -0.5 -0.1 0.3 -0.041
F 1.296593 3.587276 -4.823489 0.0 0.0 0.1 -0.222
C 0.687876 2.553475 -2.828729 -0.2 0.6 -0.9 0.804
F -0.532059 3.059389 -2.958342 0.6 -0.3 0.0 -0.236
H -3.766343 -1.969738 1.051895 0.0 0.0 -0.1 0.438
H -3.890847 -0.260198 1.461445 -0.1 0.0 0.0 0.327
H -3.133319 -1.403883 2.578615 0.0 0.0 0.1 0.375
H -2.072118 -0.802492 -0.242626 0.2 0.0 0.2 0.422
H -1.299687 -1.826495 0.995311 0.0 0.2 -0.1 0.046
H -1.875570 0.116540 3.305166 0.1 0.1 -0.2 0.418
H -0.567275 1.281045 3.048468 -0.2 -0.1 -0.2 0.351
H -0.211335 -1.765984 3.015294 0.2 0.0 -0.1 0.283
H 0.297162 -0.648725 4.267774 0.1 0.1 0.0 0.471
H 1.092234 -0.545169 2.709982 -0.2 -0.2 0.3 0.376
H -1.351551 2.345861 1.426607 0.0 -0.2 0.0 0.479
H -2.789015 1.514021 0.814665 0.2 0.0 0.1 0.285
H -1.325792 2.842484 -0.881452 0.0 -0.3 0.1 0.525
H -1.798371 1.210625 -1.375705 0.2 0.1 0.1 0.481
H 3.679901 2.610384 -4.468899 0.1 0.0 -0.1 0.542
Cl 2.834999 -4.802405 0.298405 -0.2 0.1 -0.1 -0.094
C 1.214083 -4.224633 -0.063739 0.2 1.0 -0.4 0.096
Cl 0.023458 -4.702067 1.156875 -0.1 -0.1 0.0 -0.116
C 1.180253 -2.652510 -0.051633 0.1 -3.9 -0.4 0.818
O 0.621738 -2.082352 -0.994313 -0.6 2.1 -0.5 -0.543
O 1.625969 -2.074971 0.947326 0.0 2.4 1.1 -0.537
H 0.886274 -4.591702 -1.045382 0.2 0.1 0.4 0.336
```
Forces are in eV/Å.



Formula: C3H6O3
Source: the OMol25 dataset
Level of theory: ωB97M-V/def2-TZVPD

Net charge ... 0
Energy ... -343.5676 Eh
2S+1 ... 1
Orbital gap ... 9.78 eV
Largest force on an atom ... 1.2 eV Å⁻¹
HOMO ... -9.580 eV

XYZ file:
```
12
Properties=species:S:1:pos:R:3:forces:R:3:mulliken_charge:R:1
C 0.803053 -0.093828 -1.715260 0.4 -0.9 0.4 0.029
C -0.870429 0.397437 1.924652 0.0 -0.1 -0.1 -0.950
C -0.300944 0.345590 0.520734 -0.2 1.0 -0.2 0.852
O -0.542127 1.248781 -0.303657 -0.1 -0.5 0.7 -0.651
O 0.468418 -1.266832 -2.220307 0.0 0.2 0.2 -0.403
O 0.467224 -0.634590 0.239862 0.0 0.3 -1.2 -0.653
H 0.838968 -1.971555 -1.665656 0.0 0.1 -0.1 0.376
H 1.803230 0.067646 -1.339451 0.0 0.0 0.0 0.265
H 0.338675 0.721121 -2.246690 -0.2 0.0 0.3 0.303
H -1.499828 -0.478501 2.089309 0.0 0.0 0.0 0.268
H -0.053659 0.359970 2.647237 0.0 0.0 0.0 0.277
H -1.452581 1.304760 2.069227 0.0 -0.1 -0.1 0.287
```
Forces are in eV/Å.



Please write out number 2 again, unchanged.
Formula: C7H18O5
Source: the OMol25 dataset
Level of theory: ωB97M-V/def2-TZVPD

Net charge ... -1
Energy ... -653.6557 Eh
⟨S²⟩ ... 0.750
2S+1 ... 2
Orbital gap (spin up / spin down) ... 2.01 / 8.83 eV
Largest force on an atom ... 2.6 eV Å⁻¹
HOMO (spin up / spin down) ... 0.812 / -6.134 eV

XYZ file:
```
30
Properties=species:S:1:pos:R:3:forces:R:3:mulliken_charge:R:1
C 0.099080 1.151653 1.110025 -2.1 -1.3 -0.8 -2.064
C -0.322317 -0.768252 -0.463510 -2.0 0.0 -0.7 -1.831
C -0.390596 0.603404 -0.231082 1.6 0.3 0.6 2.208
C -0.589034 1.484810 -1.286063 -1.1 -0.7 0.2 -0.873
C -1.098751 1.031846 -2.510094 0.9 0.8 1.5 0.014
C -1.371115 -0.318143 -2.609194 0.2 0.4 -0.9 -0.868
C -0.932214 -1.210162 -1.639806 -0.2 -0.1 -0.1 -0.495
H 1.169474 1.151344 0.975232 0.3 0.6 1.0 0.207
H -0.294055 0.449040 1.850416 0.9 -0.3 0.2 0.278
H -0.485137 2.023179 1.401411 0.8 0.7 -0.4 0.537
H -0.157973 -1.508548 0.304745 0.5 0.2 0.2 0.430
H -0.539193 2.521092 -1.007799 0.2 0.5 -0.4 -0.032
H -1.204449 1.795299 -3.266305 -0.5 -0.3 -0.4 0.531
H -1.893189 -0.612937 -3.504760 0.0 -0.6 -0.1 0.261
H -1.178913 -2.258564 -1.795417 0.4 -0.1 0.0 1.018
H -3.836339 -2.084145 0.908166 0.1 0.0 -0.1 0.307
H -2.707748 -1.965621 -0.137075 0.2 0.1 -0.2 0.267
O -3.065577 -1.561450 0.655969 -0.4 -0.2 0.4 -0.601
H 3.345447 -0.636540 -0.908552 0.0 0.2 0.3 0.246
H 2.802516 -1.628428 -1.914149 -0.1 0.0 0.3 0.219
O 2.704392 -1.360452 -0.987688 0.2 -0.1 -0.4 -0.653
H 3.135351 1.376874 0.324208 0.2 0.9 0.0 0.104
H 4.638580 1.974305 -0.080767 -0.9 0.4 0.1 0.361
O 4.072512 1.225105 0.159779 0.9 -1.3 -0.2 -0.543
H 3.268049 -1.253569 1.949846 0.5 0.2 0.5 0.166
H 3.297715 0.043105 2.950202 0.6 -0.6 -0.1 0.306
O 2.891980 -0.405424 2.203824 -1.3 0.3 -0.4 -0.548
H -3.665889 0.705629 3.141502 0.0 0.1 0.0 0.345
H -3.529508 -0.283266 1.990805 -0.1 0.3 -0.2 0.377
O -4.163100 0.318817 2.416128 0.1 -0.2 0.1 -0.674
```
Forces are in eV/Å.